{
  "formula": "C40H81NO15S2",
  "method": "the ωB97M-V functional and the def2-TZVPD basis",
  "energy_ev": -96654.0707,
  "homo_ev": -8.52,
  "largest_force_ha_per_bohr": 0.1166,
  "orbital_gap_ev": 7.21,
  "smiles": "CCCCN(CCCCC1=C(CCOC(C)=O)C(=O)OC1=O)C(=S)SCCC.COCCOC.COCCOC.COCCOC.COCCOC.COCCOC",
  "charge": 0,
  "symbols": ["C", "C", "C", "C", "N", "C", "C", "C", "C", "C", "C", "C", "C", "O", "C", "C", "O", "C", "O", "O", "C", "O", "C", "S", "S", "C", "C", "C", "H", "H", "H", "H", "H", "H", "H", "H", "H", "H", "H", "H", "H", "H", "H", "H", "H", "H", "H", "H", "H", "H", "H", "H", "H", "H", "H", "H", "H", "H", "H", "C", "O", "C", "C", "O", "C", "H", "H", "H", "H", "H", "H", "H", "H", "H", "H", "C", "O", "C", "C", "O", "C", "H", "H", "H", "H", "H", "H", "H", "H", "H", "H", "C", "O", "C", "C", "O", "C", "H", "H", "H", "H", "H", "H", "H", "H", "H", "H", "C", "O", "C", "C", "O", "C", "H", "H", "H", "H", "H", "H", "H", "H", "H", "H", "C", "O", "C", "C", "O", "C", "H", "H", "H", "H", "H", "H", "H", "H", "H", "H"],
  "positions_angstrom": [[5.305, 1.016, -1.176], [5.537, 1.239, -2.768], [4.397, 0.582, -3.683], [2.937, 1.282, -3.512], [2.241, 1.468, -4.823], [1.370, 2.679, -4.856], [2.157, 4.076, -4.706], [1.215, 5.317, -5.096], [-0.205, 5.357, -4.348], [-0.318, 6.421, -3.164], [-0.712, 6.043, -1.832], [-1.061, 4.613, -1.223], [-2.540, 4.480, -0.616], [-2.719, 3.063, -0.242], [-3.531, 2.382, -1.195], [-3.434, 2.526, -2.786], [-4.381, 1.556, -0.739], [-0.754, 7.408, -0.962], [-1.063, 7.505, 0.257], [-0.419, 8.488, -1.851], [-0.088, 7.995, -3.169], [0.336, 8.642, -4.159], [1.386, 0.268, -5.093], [2.077, -1.248, -5.415], [-0.479, 0.325, -5.146], [-1.205, -0.782, -3.845], [-2.793, -0.917, -4.209], [-3.710, -1.235, -2.924], [5.693, -0.044, -0.934], [6.000, 1.733, -0.604], [4.197, 1.163, -0.946], [5.769, 2.344, -3.032], [6.520, 0.671, -3.013], [4.269, -0.514, -3.326], [4.726, 0.545, -4.787], [3.106, 2.240, -2.914], [2.276, 0.598, -2.859], [0.667, 2.608, -3.933], [0.766, 2.762, -5.842], [3.016, 4.059, -5.486], [2.593, 4.260, -3.667], [1.797, 6.314, -5.011], [0.985, 5.208, -6.228], [-0.986, 5.676, -5.145], [-0.571, 4.357, -3.939], [-0.329, 4.449, -0.340], [-0.859, 3.756, -1.955], [-2.599, 5.056, 0.383], [-3.380, 4.826, -1.306], [-3.975, 1.642, -3.272], [-2.368, 2.537, -3.200], [-4.007, 3.484, -3.090], [-1.186, -0.236, -2.823], [-0.697, -1.801, -3.764], [-3.114, 0.103, -4.657], [-2.889, -1.683, -5.053], [-4.750, -0.770, -3.111], [-3.784, -2.386, -2.842], [-3.209, -0.762, -2.012], [-3.489, -5.505, -1.573], [-3.013, -5.308, -2.899], [-1.589, -5.288, -2.965], [-1.031, -6.631, -3.429], [-1.296, -7.663, -2.480], [-2.418, -8.456, -2.842], [-4.537, -5.806, -1.629], [-2.933, -6.286, -1.044], [-3.426, -4.566, -1.016], [-1.159, -4.995, -2.001], [-1.313, -4.523, -3.699], [0.057, -6.549, -3.515], [-1.426, -6.901, -4.415], [-2.128, -9.174, -3.616], [-3.255, -7.853, -3.199], [-2.741, -9.011, -1.958], [3.537, 0.760, 5.217], [4.909, 1.043, 4.968], [5.424, 0.300, 3.867], [5.468, 1.143, 2.594], [4.156, 1.499, 2.160], [3.800, 2.819, 2.546], [3.136, 1.554, 5.851], [2.947, 0.720, 4.296], [3.449, -0.190, 5.753], [4.846, -0.617, 3.711], [6.447, 0.009, 4.128], [5.920, 0.548, 1.795], [6.086, 2.037, 2.737], [4.274, 3.540, 1.871], [4.084, 3.040, 3.576], [2.716, 2.919, 2.454], [1.907, -3.313, 10.780], [2.854, -4.065, 10.032], [2.384, -4.379, 8.723], [2.964, -3.429, 7.678], [2.503, -2.093, 7.874], [3.455, -1.286, 8.554], [2.426, -2.860, 11.626], [1.448, -2.515, 10.186], [1.129, -3.980, 11.164], [1.290, -4.379, 8.692], [2.724, -5.395, 8.497], [2.618, -3.744, 6.688], [4.059, -3.465, 7.679], [4.234, -0.968, 7.853], [3.911, -1.805, 9.398], [2.942, -0.397, 8.928], [0.149, -8.109, 8.685], [-0.396, -6.801, 8.793], [-1.711, -6.716, 8.248], [-2.775, -6.778, 9.342], [-2.777, -8.046, 9.996], [-2.077, -8.019, 11.233], [1.000, -8.180, 9.366], [-0.576, -8.885, 8.953], [0.507, -8.276, 7.664], [-1.872, -7.495, 7.498], [-1.786, -5.746, 7.744], [-3.759, -6.655, 8.881], [-2.639, -5.968, 10.068], [-2.709, -7.565, 12.003], [-1.135, -7.474, 11.164], [-1.863, -9.050, 11.524], [-6.054, 6.698, -7.856], [-4.971, 7.307, -8.548], [-3.835, 7.504, -7.710], [-2.787, 6.413, -7.921], [-3.274, 5.136, -7.511], [-3.730, 4.352, -8.605], [-6.754, 6.310, -8.598], [-5.727, 5.868, -7.220], [-6.570, 7.447, -7.248], [-4.133, 7.565, -6.658], [-3.396, 8.468, -7.989], [-1.916, 6.639, -7.298], [-2.456, 6.385, -8.965], [-2.873, 3.914, -9.127], [-4.329, 4.933, -9.309], [-4.347, 3.542, -8.208]],
  "forces_ev_per_angstrom": [[0.78, 0.07, -1.15], [0.88, -0.56, -0.03], [-0.14, -0.43, 0.57], [1.21, -1.14, 0.99], [-2.78, -0.86, -0.17], [-0.30, 1.64, 1.16], [0.24, 0.12, -0.85], [0.12, -0.39, -0.89], [-0.57, 1.71, -0.24], [-1.04, -1.34, 3.44], [0.66, 1.75, -2.25], [0.56, 0.77, 0.52], [0.81, 0.36, 0.62], [-1.53, 0.42, -2.73], [-2.76, -3.37, 1.68], [-0.15, 0.53, 0.17], [3.67, 3.41, -1.75], [-1.01, -1.61, 1.99], [1.59, 0.20, -5.78], [0.23, -1.18, -0.43], [0.97, -0.66, -2.63], [-2.04, -2.11, 4.95], [1.70, -1.53, -0.08], [-0.92, 2.44, 0.75], [0.55, 0.44, 0.26], [-1.07, -0.29, 1.25], [0.65, 0.69, -0.46], [0.50, -0.25, -1.10], [-1.07, 1.56, -0.23], [-1.40, -0.95, -0.71], [1.68, -0.25, 0.17], [-0.74, -1.70, 0.44], [-1.54, 0.99, 0.25], [0.35, 1.72, -0.75], [-0.69, 0.22, 1.76], [-0.54, -0.96, -1.28], [1.03, 1.08, -0.76], [0.66, 0.17, -1.68], [0.96, -0.48, 1.70], [-1.23, 0.09, 1.45], [-0.57, -0.51, -1.38], [-1.09, -1.65, 0.12], [0.34, 0.16, 1.82], [1.17, -0.50, 1.36], [0.75, 1.38, -0.61], [-1.21, 0.24, -1.37], [-0.36, 1.46, 0.85], [0.04, -0.84, -1.76], [1.31, -0.41, 0.85], [0.73, 1.31, 1.12], [-1.40, 0.21, 0.72], [1.12, -1.47, 0.37], [0.33, -0.93, -1.65], [-0.59, 1.49, -0.23], [0.52, -1.61, 0.67], [-0.05, 0.99, 1.27], [1.64, -0.89, 0.56], [0.00, 1.94, 0.23], [-1.00, -0.77, -1.11], [-0.14, 0.04, -0.07], [0.23, -0.15, 0.31], [-0.20, -0.14, -0.51], [0.14, 0.09, 0.48], [-0.29, 0.18, -0.26], [0.15, -0.16, 0.14], [0.08, 0.07, -0.08], [0.00, 0.10, -0.10], [0.02, -0.03, 0.12], [0.00, -0.11, 0.01], [0.03, -0.03, 0.01], [-0.02, 0.03, -0.03], [-0.05, 0.08, 0.09], [-0.11, 0.00, -0.05], [0.04, 0.05, -0.01], [0.12, 0.07, -0.06], [0.01, 0.04, 0.14], [-0.22, -0.14, -0.33], [0.31, 0.48, 0.10], [-0.36, -0.41, -0.04], [0.22, 0.19, 0.32], [-0.14, -0.06, -0.22], [0.12, -0.05, -0.02], [0.12, -0.01, 0.06], [-0.15, -0.05, -0.05], [-0.05, 0.07, -0.07], [-0.02, -0.01, -0.04], [0.02, 0.00, 0.02], [-0.07, -0.06, 0.09], [0.02, 0.09, 0.07], [0.03, -0.04, -0.01], [0.11, -0.08, -0.04], [0.11, -0.06, 0.11], [-0.28, 0.26, -0.17], [0.51, 0.01, -0.03], [-0.48, 0.03, 0.07], [0.28, -0.15, 0.21], [-0.13, 0.16, -0.14], [0.03, -0.10, -0.07], [0.06, -0.12, 0.00], [-0.11, 0.06, -0.01], [0.04, 0.04, -0.03], [-0.05, 0.03, -0.02], [0.01, -0.03, 0.01], [-0.07, -0.01, 0.09], [0.11, 0.02, 0.10], [-0.02, -0.06, -0.03], [-0.01, -0.10, -0.11], [0.15, 0.08, 0.06], [-0.24, -0.33, -0.04], [0.05, 0.43, 0.38], [-0.02, -0.42, -0.30], [0.30, 0.31, 0.05], [-0.18, -0.19, 0.03], [-0.06, 0.10, -0.06], [0.03, 0.13, -0.05], [-0.02, -0.12, -0.03], [-0.03, -0.05, 0.10], [-0.03, -0.03, 0.00], [0.02, 0.03, -0.01], [0.09, -0.05, -0.07], [0.09, 0.04, 0.06], [-0.02, 0.03, -0.05], [-0.09, 0.08, -0.08], [-0.07, 0.05, -0.15], [0.09, -0.26, 0.38], [0.17, 0.01, -0.56], [-0.23, -0.03, 0.45], [-0.08, 0.20, -0.29], [0.07, -0.21, 0.15], [0.09, 0.09, 0.00], [0.03, 0.11, -0.06], [-0.04, -0.06, 0.10], [0.02, -0.10, -0.01], [0.01, -0.04, 0.04], [0.02, 0.06, -0.03], [-0.11, 0.04, 0.05], [-0.05, 0.00, -0.10], [0.03, 0.06, 0.03], [0.11, 0.10, 0.04]],
  "mulliken_charge": [-0.744, -0.677, -0.581, -0.475, 0.196, -0.863, -0.638, -0.775, 1.345, 0.066, 0.028, 0.275, -0.580, -0.325, 0.633, -0.397, -0.584, 0.323, -0.538, -0.296, 0.330, -0.523, -0.042, -0.172, -0.108, -0.334, -0.424, -0.911, 0.259, 0.274, 0.203, 0.306, 0.334, 0.243, 0.323, 0.294, 0.278, 0.495, 0.376, 0.275, 0.289, 0.407, 0.311, -0.278, -0.645, 0.309, -0.251, 0.322, 0.350, 0.030, -0.060, 0.430, 0.244, 0.296, 0.256, 0.386, 0.305, 0.185, 0.261, -0.841, -0.386, -0.169, -0.647, -0.373, -0.688, 0.265, 0.394, 0.330, 0.364, 0.174, 0.371, 0.350, 0.321, 0.286, 0.245, -0.562, -0.368, -0.677, -0.314, -0.343, -0.806, 0.289, 0.317, 0.150, 0.342, 0.394, 0.290, 0.355, 0.329, 0.358, 0.247, -0.692, -0.405, -0.243, -0.579, -0.369, -0.858, 0.250, 0.311, 0.281, 0.231, 0.328, 0.378, 0.346, 0.350, 0.403, 0.257, -0.866, -0.250, -0.472, -0.556, -0.379, -0.666, 0.235, 0.421, 0.298, 0.360, 0.369, 0.382, 0.308, 0.324, 0.250, 0.248, -0.708, -0.377, -0.570, -0.345, -0.238, -0.862, 0.248, 0.296, 0.325, 0.329, 0.372, 0.253, 0.344, 0.316, 0.364, 0.250]
}